The following is a quantum chemistry calculation of a cluster of 10 separate species, C40H62O20 in total in a non-equilibrium geometry, from the Open Molecules 2025 dataset.

SMILES: CCOC(C)=O.O=C1CCCO1.O=C1CCCO1.O=C1CCCO1.O=C1CCCO1.O=C1CCCO1.O=C1CCCO1.O=C1CCCO1.O=C1CCCO1.O=C1CCCO1
Strongest force on any atom, eV/Å: 5.62
HOMO-LUMO gap, eV: 10.1568
HOMO energy, eV: -9.6428
Relative energy (zero: lowest compared OMol25 entry of this formula, charge and spin), kcal per mole: 176.5
Calculated total energy, a.u.: -3066.04731

```
! RIJCOSX wB97M-V def2-TZVPD def2/J DEFGRID3
* xyz 0 1
C 4.0863 -7.6270 -1.5916
C 4.4129 -7.5945 -0.0356
O 3.1644 -7.2946 0.5779
C 3.1956 -7.3029 1.9209
C 1.8319 -6.9009 2.4327
O 4.1051 -7.7575 2.6502
H 5.0294 -7.5365 -2.1306
H 3.5066 -6.7788 -1.9556
H 3.5901 -8.5144 -1.9846
H 4.7647 -8.5422 0.3721
H 5.1555 -6.8196 0.1552
H 0.9915 -7.2834 1.8535
H 1.6535 -5.8260 2.4613
H 1.4399 -7.3693 3.3355
O -6.0633 0.9801 -6.9231
C -7.1788 0.6532 -7.2674
C -7.9435 -0.6262 -6.9279
C -9.2482 -0.3887 -7.6557
C -8.8917 0.6548 -8.7264
O -7.8090 1.3641 -8.2608
H -7.5796 -1.5529 -7.3717
H -7.9974 -0.6607 -5.8398
H -9.6697 -1.2730 -8.1338
H -9.9396 0.0451 -6.9333
H -8.4523 0.1959 -9.6121
H -9.6956 1.2656 -9.1371
O -5.4902 4.2107 1.8946
C -6.7458 4.0290 1.7429
C -7.5066 3.1119 0.8156
C -8.8960 3.6769 1.0016
C -8.9460 4.3202 2.3875
O -7.6057 4.6790 2.5291
H -7.2391 2.9965 -0.2347
H -7.4381 2.0926 1.1955
H -9.1680 4.4039 0.2363
H -9.6942 2.9347 0.9919
H -9.7134 5.0941 2.4039
H -9.2216 3.5401 3.0971
O 6.8819 7.7452 0.3075
C 7.9820 7.2467 0.4441
C 8.3521 5.7270 0.5221
C 9.7860 5.8914 0.9832
C 10.2742 7.2134 0.4769
O 9.0351 7.9248 0.5303
H 7.7572 5.1110 1.1965
H 8.4012 5.2575 -0.4604
H 9.8276 5.8204 2.0701
H 10.3414 4.9973 0.6999
H 10.9646 7.6890 1.1736
H 10.7043 7.1297 -0.5211
O 3.9343 2.9303 -9.2023
C 3.4921 4.0066 -8.7737
C 4.2903 5.1645 -8.1100
C 3.3589 5.6895 -6.9495
C 2.0037 5.3294 -7.5784
O 2.2034 4.2492 -8.4860
H 5.2734 4.8503 -7.7594
H 4.4660 5.8992 -8.8958
H 3.4431 5.0771 -6.0518
H 3.3761 6.7701 -6.8079
H 1.3565 5.0517 -6.7465
H 1.6360 6.1930 -8.1326
O 10.8197 2.1871 -4.3329
C 10.8734 1.0256 -3.9459
C 9.9935 -0.1949 -4.2064
C 10.6884 -1.2210 -3.3364
C 12.1393 -0.7064 -3.1407
O 11.8858 0.6926 -3.2417
H 8.9300 -0.0068 -4.0591
H 10.2264 -0.3523 -5.2595
H 10.1883 -1.2899 -2.3704
H 10.5030 -2.2310 -3.7020
H 12.5242 -1.0841 -2.1934
H 12.7354 -1.0691 -3.9781
O 2.8510 -0.4054 0.3420
C 1.7174 -0.5130 -0.0181
C 1.2260 0.2414 -1.2670
C -0.3405 0.2300 -1.0616
C -0.5620 -0.7417 0.0390
O 0.7584 -0.9825 0.7224
H 1.6075 1.2625 -1.2708
H 1.4869 -0.3008 -2.1759
H -0.8996 1.1656 -1.0569
H -0.8633 -0.2158 -1.9078
H -1.3674 -0.4496 0.7128
H -0.8966 -1.7021 -0.3531
O -8.7523 -4.8906 -0.1926
C -9.6427 -5.7486 -0.3585
C -10.2987 -6.7824 0.5510
C -11.7365 -6.8481 -0.0194
C -11.5456 -6.3991 -1.4882
O -10.3840 -5.5679 -1.4379
H -9.7363 -7.7138 0.4842
H -10.2887 -6.5370 1.6129
H -12.1287 -7.8524 0.1409
H -12.4061 -6.1309 0.4555
H -11.3003 -7.3147 -2.0265
H -12.4034 -5.9451 -1.9843
O 5.5657 1.6184 8.9965
C 5.0914 0.6359 8.4793
C 4.5252 0.4296 6.9884
C 4.0701 -1.0402 7.1698
C 4.5207 -1.5730 8.4998
O 5.0424 -0.4714 9.2297
H 3.6626 1.0925 6.9208
H 5.2959 0.5237 6.2234
H 3.0045 -1.2000 7.0050
H 4.3998 -1.7497 6.4108
H 3.6843 -1.8939 9.1206
H 5.3032 -2.3033 8.2936
O -4.5552 -0.6653 7.3130
C -4.5929 -0.1046 8.3978
C -5.4567 1.1751 8.7304
C -5.3604 1.2770 10.2010
C -4.0455 0.4943 10.5939
O -3.8470 -0.3714 9.4284
H -4.7845 1.9620 8.3884
H -6.4003 0.9953 8.2151
H -5.2043 2.2876 10.5784
H -6.2501 0.8798 10.6897
H -3.0715 0.9692 10.7118
H -4.1343 -0.1391 11.4765
*
```

Mulliken atomic charge list, values in e, 99 entries: number 1, C, carries -1.124; number 2, C, carries -0.243; number 3, O, carries -0.240; number 4, C, carries 0.726; number 5, C, carries -1.070; number 6, O, carries -0.575; number 7, H, carries 0.361; number 8, H, carries 0.316; number 9, H, carries 0.304; number 10, H, carries 0.327; number 11, H, carries 0.285; number 12, H, carries 0.331; number 13, H, carries 0.253; number 14, H, carries 0.349; number 15, O, carries -0.565; number 16, C, carries 0.480; number 17, C, carries -0.311; number 18, C, carries -0.496; number 19, C, carries -0.422; number 20, O, carries -0.340; number 21, H, carries 0.236; number 22, H, carries 0.271; number 23, H, carries 0.332; number 24, H, carries 0.237; number 25, H, carries 0.255; number 26, H, carries 0.324; number 27, O, carries -0.629; number 28, C, carries 0.513; number 29, C, carries -0.350; number 30, C, carries -0.590; number 31, C, carries -0.340; number 32, O, carries -0.318; number 33, H, carries 0.295; number 34, H, carries 0.237; number 35, H, carries 0.279; number 36, H, carries 0.326; number 37, H, carries 0.316; number 38, H, carries 0.260; number 39, O, carries -0.617; number 40, C, carries 0.549; number 41, C, carries -0.392; number 42, C, carries -0.586; number 43, C, carries -0.318; number 44, O, carries -0.323; number 45, H, carries 0.300; number 46, H, carries 0.238; number 47, H, carries 0.261; number 48, H, carries 0.358; number 49, H, carries 0.272; number 50, H, carries 0.257; number 51, O, carries -0.581; number 52, C, carries 0.548; number 53, C, carries -0.491; number 54, C, carries -0.476; number 55, C, carries -0.415; number 56, O, carries -0.334; number 57, H, carries 0.307; number 58, H, carries 0.261; number 59, H, carries 0.282; number 60, H, carries 0.300; number 61, H, carries 0.293; number 62, H, carries 0.306; number 63, O, carries -0.641; number 64, C, carries 0.486; number 65, C, carries -0.298; number 66, C, carries -0.630; number 67, C, carries -0.326; number 68, O, carries -0.320; number 69, H, carries 0.313; number 70, H, carries 0.215; number 71, H, carries 0.262; number 72, H, carries 0.365; number 73, H, carries 0.323; number 74, H, carries 0.250; number 75, O, carries -0.578; number 76, C, carries 0.500; number 77, C, carries -0.314; number 78, C, carries -0.493; number 79, C, carries -0.376; number 80, O, carries -0.367; number 81, H, carries 0.248; number 82, H, carries 0.253; number 83, H, carries 0.320; number 84, H, carries 0.238; number 85, H, carries 0.318; number 86, H, carries 0.252; number 87, O, carries -0.617; number 88, C, carries 0.546; number 89, C, carries -0.384; number 90, C, carries -0.510; number 91, C, carries -0.418; number 92, O, carries -0.328; number 93, H, carries 0.266; number 94, H, carries 0.281; number 95, H, carries 0.307; number 96, H, carries 0.274; number 97, H, carries 0.246; number 98, H, carries 0.337; number 99, O, carries -0.576